{
  "formula": "C6H6N2",
  "method": "ωB97M-V with the def2-TZVPD basis set",
  "lumo_energy_ev": -0.05,
  "e_above_lowest_kj_mol": 690.1,
  "max_force_ev_per_a": 8.15,
  "spin_multiplicity": 1,
  "gap_ev": 8.907,
  "species": ["C", "C", "C", "C", "C", "N", "N", "C", "H", "H", "H", "H", "H", "H"],
  "positions_angstrom": [[3.601593, -1.030382, -0.104664], [2.458450, -0.604569, 0.137282], [1.011310, -0.140166, 0.307870], [0.676677, 1.340514, 0.113806], [0.673734, 2.553351, -0.039392], [-0.021077, -0.935485, 0.217682], [-1.082296, -0.280819, -0.465601], [-2.414594, -0.884964, 0.081154], [4.563963, -1.471413, -0.622574], [0.208890, 3.648287, 0.128863], [-1.150419, 0.643342, -0.336366], [-3.270261, -0.167870, -0.453359], [-2.500740, -1.963908, -0.162190], [-2.755224, -0.705914, 1.197493]],
  "atomic_forces_ev_per_a": [[-1.4, 0.2, -1.0], [0.9, -0.8, 0.2], [0.4, 1.1, -1.3], [2.5, -0.2, 0.0], [-2.3, 1.7, 1.2], [1.1, 1.6, -1.7], [-2.4, -7.3, 2.7], [-2.0, 2.9, -0.7], [-2.6, 1.3, 1.7], [1.8, -3.1, -0.8], [0.2, 4.5, 0.6], [2.1, -2.3, 0.9], [0.1, 0.9, 0.0], [1.6, -0.4, -1.8]]
}